# 1
Below is the molecule C4H3BrFNOS, with properties calculated with ωB97M-V/def2-TZVPD.

Each line ends with the Löwdin charge.
Element x y z (Å)
C (-0.98526, 1.25133, 0.35493)  -0.312
C (0.02210, -2.61295, 0.28991)  -0.562
C (-0.42376, 0.07248, 0.14233)  -0.405
C (-3.17980, 0.91031, 0.83150)  -0.789
N (-2.08269, 1.42403, 1.08839)  0.064
O (-0.25101, -3.69186, 0.72184)  -0.022
F (-4.15741, 1.05483, 1.66718)  0.078
S (-1.25845, -1.43440, 0.55769)  0.940
Br (-3.78193, 0.19222, -0.90329)  0.716
H (-0.49431, 2.23797, -0.02536)  0.156
H (0.84171, -2.16665, -0.21695)  0.064
H (0.44752, -0.21126, -0.47905)  0.073

Cartesian forces (eV/Å) of the 3 atoms listed first:
3.41 2.11 -2.22
-2.74 0.45 1.55
0.14 -1.80 -1.14

Results
F_max   4.58 eV/A
Relative energy (zero: lowest compared OMol25 entry of this formula, charge and spin)   0.8948 eV
LUMO level   0.16 eV
SMILES   O=CS/C=C\N=C(\F)Br
HOMO-LUMO gap   8.997 eV

# 2
Below is a cluster of 2 separate species, CH3Cl2N4 in total, with properties calculated with ωB97M-V/def2-TZVPD.

Each line ends with the Löwdin charge.
Element x y z (Å)
C (-0.62812, 0.85781, -0.84056)  -0.079
N (-1.50351, -0.07783, -0.52974)  0.181
N (0.08512, -0.13856, 0.90832)  -0.007
N (0.35068, 0.90915, 0.07826)  -0.512
N (-1.04543, -0.54100, 0.61426)  0.046
Cl (1.73841, 1.80067, 0.16352)  0.915
Cl (1.74666, -1.87370, -0.29215)  0.330
H (-0.82874, 1.32065, -1.72864)  0.130
H (1.55831, -0.90746, 0.65045)  -0.198
H (-1.47337, -1.34973, 0.97629)  0.194

Cartesian forces (eV/Å) of the 3 atoms listed first:
-1.18 -1.56 0.79
-0.36 1.10 -0.14
2.33 3.35 2.81

Results
F_max   4.95 eV/A
Relative energy (zero: lowest compared OMol25 entry of this formula, charge and spin)   0.9236 eV
LUMO level   -5.74 eV
HOMO-LUMO gap   9.811 eV
Charge   +1

# 3
Below is the molecule C17H22N2O2, with properties calculated with ωB97M-V/def2-TZVPD.

Each line ends with the Löwdin charge.
Element x y z (Å)
C (-5.55595, -0.30340, 0.22336)  -0.056
C (-4.07078, -0.39887, 0.06402)  -0.241
C (-3.41302, -1.56062, 0.09893)  -0.026
C (-1.92626, -1.69681, -0.01093)  -0.144
C (-1.23652, -0.38655, 0.37505)  -0.259
C (-1.86749, 0.73815, -0.44753)  -0.073
C (-3.33797, 0.84192, -0.15693)  -0.255
N (-4.00274, 1.92724, -0.12789)  0.051
O (-3.28925, 3.10174, -0.37226)  -0.044
H (-3.95144, 3.79959, -0.27782)  0.096
H (-1.39826, 1.70269, -0.24632)  0.116
H (-1.75671, 0.52763, -1.51501)  0.139
H (-1.47307, -0.20698, 1.43267)  0.159
C (0.31067, -0.40336, 0.25953)  -0.484
N (0.75860, 0.82886, 0.90740)  0.137
C (1.96877, 1.41805, 1.04162)  -0.451
O (2.08149, 2.42551, 1.71573)  0.076
C (3.16138, 0.83118, 0.35142)  -0.167
C (3.51204, 1.25468, -0.92494)  -0.044
C (4.66486, 0.77764, -1.52322)  -0.076
C (5.48132, -0.11423, -0.84800)  -0.086
C (5.15255, -0.51365, 0.43611)  -0.075
C (4.00188, -0.03576, 1.03928)  -0.042
H (3.76061, -0.32462, 2.05250)  0.122
H (5.79725, -1.19337, 0.97380)  0.104
H (6.37994, -0.48707, -1.31692)  0.101
H (4.92888, 1.10652, -2.51756)  0.104
H (2.88084, 1.95962, -1.44549)  0.122
H (0.05259, 1.30996, 1.45086)  0.147
C (0.76709, -0.44586, -1.20188)  -0.013
H (0.21734, -1.20955, -1.74510)  0.082
H (0.60365, 0.51394, -1.68314)  0.089
H (1.82433, -0.68564, -1.26341)  0.077
C (0.88754, -1.61102, 1.01122)  -0.013
H (0.49955, -1.65113, 2.02672)  0.095
H (1.96992, -1.53252, 1.05610)  0.062
H (0.63930, -2.53532, 0.49810)  0.084
H (-1.60313, -2.51146, 0.63877)  0.113
H (-1.67200, -1.97620, -1.03884)  0.123
H (-3.96439, -2.48284, 0.22128)  0.112
H (-5.79444, 0.32517, 1.07827)  0.080
H (-5.99453, 0.16412, -0.65528)  0.080
H (-5.99443, -1.28741, 0.36573)  0.075

Cartesian forces (eV/Å) of the 3 atoms listed first:
0.07 -0.06 0.00
-0.38 -0.46 0.13
-0.02 0.17 -0.04

Results
F_max   1.07 eV/A
Relative energy (zero: lowest compared OMol25 entry of this formula, charge and spin)   3.1411 eV
LUMO level   0.69 eV
SMILES   CC1=CC[C@@H](C(C)(C)NC(=O)c2ccccc2)C/C1=N\O
HOMO-LUMO gap   9.533 eV

# 4
Below is a cluster of 2 separate species, C4H13NOSi in total, with properties calculated with ωB97M-V/def2-TZVPD.

Each line ends with the Löwdin charge.
Element x y z (Å)
C (-1.09391, 0.74208, -2.29375)  -0.104
C (1.92957, -1.75993, 2.55266)  -0.206
C (1.93568, 0.88948, 0.83512)  -0.180
C (-2.39801, 1.03371, -1.61008)  -0.363
N (-0.20114, -1.22622, 0.02266)  -0.140
O (-2.95233, 0.03939, -0.86407)  -0.031
Si (1.02199, -0.87220, 1.06138)  0.712
H (-0.34394, 0.85995, -1.45613)  0.044
H (-0.95321, -0.21242, -2.62595)  0.034
H (-0.88550, 1.47021, -3.05244)  0.068
H (1.35031, -1.56918, 3.42238)  -0.004
H (2.10592, -2.85631, 2.52671)  0.033
H (2.86445, -1.26235, 2.59603)  -0.009
H (1.26195, 1.26561, 0.05015)  -0.006
H (1.96524, 1.49773, 1.73896)  0.023
H (2.85731, 0.85047, 0.33691)  -0.008
H (-3.08062, 1.34119, -2.32528)  0.081
H (-2.11469, 1.94294, -0.92440)  0.141
H (-2.55903, -0.15047, -0.07327)  0.015
H (-0.71007, -2.02368, 0.08239)  -0.099

Cartesian forces (eV/Å) of the 3 atoms listed first:
1.42 1.95 2.77
-1.04 -0.95 -1.84
-2.93 -1.67 -0.26

Results
F_max   5.12 eV/A
Relative energy (zero: lowest compared OMol25 entry of this formula, charge and spin)   3.1199 eV
LUMO level   0.34 eV
SMILES   C[Si](C)=N.CCO
HOMO-LUMO gap   9.734 eV

# 5
Below is a structure of composition C3H2LuO3, with properties calculated with ωB97M-V/def2-TZVPD.

Each line ends with the Löwdin charge.
Element x y z (Å)
C (0.75438, 0.14520, -0.25568)  -0.274
C (-0.42990, -0.56059, -0.17080)  0.021
O (-1.62885, 0.24038, -0.51133)  0.214
C (-2.12490, 0.37356, 0.59210)  -0.155
O (-2.76419, 0.77234, 1.45640)  0.415
O (1.88319, -0.42705, -0.23307)  -0.403
H (0.68873, 1.24582, -0.28379)  0.149
H (-0.58846, -1.63143, -0.26839)  0.151
Lu (4.20999, -0.15824, -0.32544)  1.883

Cartesian forces (eV/Å) of the 3 atoms listed first:
-3.20 0.34 0.31
2.40 -0.08 -0.58
-0.05 -0.45 -0.07

Results
F_max   5.08 eV/A
Relative energy (zero: lowest compared OMol25 entry of this formula, charge and spin)   1.7187 eV
<S²>   0.750
LUMO level (alpha / beta)   -9.44 / -10.52 eV
HOMO-LUMO gap (alpha / beta)   7.621 / 6.630 eV
Charge   +2
2S+1   2

# 6
Below is a cluster of 3 separate species, C2H10O2S2 in total, with properties calculated with ωB97M-V/def2-TZVPD.

Each line ends with the Löwdin charge.
Element x y z (Å)
C (-2.12163, 0.72440, -0.80412)  -0.600
S (-0.54038, 0.21302, -1.49470)  0.170
S (0.93895, 0.94590, 0.01928)  0.166
C (1.18258, 2.36431, 1.29777)  -0.527
H (-2.14524, 1.81239, -0.71338)  0.003
H (-2.14191, 0.30122, 0.21039)  0.000
H (-2.98740, 0.32217, -1.32076)  -0.001
H (0.97539, 3.29322, 0.76911)  -0.024
H (2.23550, 2.27794, 1.57619)  -0.028
H (0.55877, 2.35904, 2.19003)  -0.015
H (0.17975, -1.96963, 0.97655)  -0.032
H (-0.78815, -3.01517, 1.49915)  0.034
O (-0.43347, -2.12277, 1.67070)  -0.077
H (1.48446, -3.25143, -1.95755)  0.008
H (1.87425, -1.83744, -1.58141)  0.004
O (1.72852, -2.41718, -2.33726)  -0.083

Cartesian forces (eV/Å) of the 3 atoms listed first:
0.55 -0.19 1.30
-1.13 -0.86 -2.20
0.76 0.50 1.86

Results
F_max   2.62 eV/A
Relative energy (zero: lowest compared OMol25 entry of this formula, charge and spin)   0.9243 eV
<S²>   0.756
LUMO level (alpha / beta)   3.38 / 3.37 eV
HOMO-LUMO gap (alpha / beta)   4.559 / 5.917 eV
Charge   -1
2S+1   2